{"formula": "C24H60ClN4O8", "method": "wB97M-V/def2-TZVPD", "symbols": ["Cl", "C", "O", "C", "C", "N", "C", "C", "O", "C", "H", "H", "H", "H", "H", "H", "H", "H", "H", "H", "H", "H", "H", "H", "H", "C", "O", "C", "C", "N", "C", "C", "O", "C", "H", "H", "H", "H", "H", "H", "H", "H", "H", "H", "H", "H", "H", "H", "H", "C", "O", "C", "C", "N", "C", "C", "O", "C", "H", "H", "H", "H", "H", "H", "H", "H", "H", "H", "H", "H", "H", "H", "H", "C", "O", "C", "C", "N", "C", "C", "O", "C", "H", "H", "H", "H", "H", "H", "H", "H", "H", "H", "H", "H", "H", "H", "H"], "xyz": [[-0.160162, 0.775195, -0.136496], [-4.677111, 3.561672, -0.976038], [-3.805325, 2.524559, -1.330601], [-3.580207, 2.495635, -2.715902], [-2.425397, 1.571656, -3.068744], [-2.749321, 0.183729, -2.776379], [-3.683408, -0.402872, -3.741211], [-3.762368, -1.898795, -3.494881], [-4.255570, -2.162809, -2.215443], [-4.593656, -3.515418, -2.057547], [-5.560415, 3.575781, -1.635556], [-4.150518, 4.519667, -1.091546], [-5.045336, 3.422080, 0.037495], [-3.322986, 3.505479, -3.081744], [-4.508499, 2.185317, -3.221382], [-1.571449, 1.799684, -2.423525], [-2.202644, 1.737753, -4.140447], [-1.909725, -0.384045, -2.785031], [-3.243969, -0.291235, -4.748124], [-4.658945, 0.055100, -3.593434], [-2.731911, -2.283675, -3.601629], [-4.370671, -2.398306, -4.265391], [-5.474913, -3.767969, -2.666685], [-4.858940, -3.766772, -1.031863], [-3.730876, -4.135299, -2.336211], [1.412634, 3.117086, -2.622742], [2.529110, 3.615795, -1.906140], [3.757623, 3.042535, -2.286337], [3.812536, 1.513702, -2.216844], [3.204270, 0.932915, -1.025230], [4.044972, 1.052144, 0.155164], [5.170740, 0.025571, 0.187299], [4.657323, -1.269314, -0.019380], [5.622498, -2.249372, 0.098660], [1.553491, 3.358612, -3.689201], [0.530817, 3.603143, -2.216284], [1.259585, 2.038374, -2.531567], [4.467852, 3.534309, -1.618053], [4.031160, 3.340188, -3.316451], [4.886676, 1.284433, -2.257248], [3.415030, 1.046811, -3.120145], [2.405723, 1.541573, -0.846384], [3.462686, 1.021852, 1.074596], [4.566167, 2.032471, 0.183444], [5.684139, 0.016959, 1.159916], [5.900331, 0.321130, -0.583635], [5.116939, -3.215416, 0.131906], [6.323482, -2.117594, 0.937617], [6.289141, -2.350338, -0.785625], [-3.035437, -1.865072, 3.657249], [-2.679820, -0.675017, 3.023162], [-2.582391, 0.375139, 3.940338], [-1.993644, 1.623552, 3.325186], [-2.701692, 2.067706, 2.140348], [-2.088980, 3.230480, 1.522079], [-2.120163, 4.486603, 2.365558], [-3.439677, 4.784909, 2.795507], [-3.722411, 6.155184, 2.784696], [-3.335169, -2.572895, 2.882984], [-3.885899, -1.705502, 4.335947], [-2.212223, -2.316783, 4.228105], [-1.963237, 0.100241, 4.810261], [-3.577137, 0.618081, 4.356719], [-0.926278, 1.512585, 3.132613], [-2.073550, 2.397227, 4.119882], [-3.645235, 2.340682, 2.400749], [-2.494450, 3.395505, 0.523193], [-1.043185, 2.971211, 1.311413], [-1.656015, 5.323549, 1.820362], [-1.449982, 4.433013, 3.239511], [-3.771494, 6.542801, 1.753774], [-2.934285, 6.743812, 3.275634], [-4.681171, 6.357801, 3.258395], [1.512405, -0.269569, 2.957768], [1.600721, -1.377734, 2.094408], [1.908537, -2.517608, 2.832101], [1.601773, -3.789217, 2.065331], [2.563335, -4.107702, 1.010520], [2.015642, -5.151354, 0.146050], [3.036324, -5.639624, -0.874404], [3.520541, -4.567536, -1.639379], [4.659097, -4.910992, -2.371176], [2.428538, -0.200762, 3.559332], [0.578323, -0.296191, 3.532476], [1.419417, 0.627624, 2.340366], [1.255547, -2.611425, 3.725918], [2.925400, -2.450621, 3.255931], [0.618038, -3.666055, 1.617796], [1.624009, -4.607985, 2.804968], [3.402960, -4.525306, 1.398986], [1.121876, -4.821618, -0.381273], [1.788497, -6.044945, 0.759319], [2.557525, -6.389724, -1.522233], [3.859931, -6.153315, -0.347943], [4.552482, -5.859223, -2.920023], [5.538955, -4.994200, -1.717951], [4.853009, -4.143367, -3.119622]], "atomic_forces_ev_per_a": [[0.204, 0.357, -0.140], [-0.108, 0.014, -0.548], [-0.116, -0.168, 0.199], [0.248, 0.132, -0.125], [-0.317, -0.443, 0.632], [-0.485, -0.134, -0.650], [1.056, -0.327, 0.801], [0.339, 0.204, -0.318], [-0.490, -0.110, 0.518], [0.109, -0.181, -0.261], [0.043, 0.038, 0.000], [-0.225, 0.144, 0.214], [0.317, -0.017, 0.144], [-0.075, -0.029, 0.032], [0.047, 0.084, -0.083], [0.054, 0.206, -0.176], [0.176, 0.043, 0.060], [0.159, 0.229, 0.438], [-0.705, 0.217, -0.310], [-0.104, 0.045, -0.455], [-0.121, -0.202, 0.083], [-0.081, 0.110, 0.030], [0.203, -0.117, -0.182], [0.159, 0.480, 0.167], [-0.200, -0.201, -0.081], [0.169, 0.097, -0.446], [-0.231, -0.278, 0.153], [-0.087, 0.334, -0.284], [0.842, -0.092, 0.252], [0.084, 0.807, -0.038], [0.731, 0.396, 0.045], [-0.399, -0.055, -0.029], [0.071, 0.348, -0.018], [0.700, -0.922, -0.736], [-0.244, 0.032, 0.026], [-0.032, 0.048, -0.064], [0.083, 0.018, 0.221], [0.169, -0.295, 0.023], [-0.103, 0.039, 0.050], [-0.071, -0.169, 0.050], [-0.338, 0.126, 0.049], [-0.528, -0.785, 0.246], [-0.336, -0.330, -0.215], [-0.033, -0.039, 0.121], [0.045, 0.384, -0.010], [0.129, -0.394, -0.024], [-0.119, 0.082, 0.390], [-0.374, 0.034, 0.275], [-0.191, 0.460, -0.028], [-0.277, -0.263, -0.174], [0.191, -0.038, 0.102], [-0.011, 0.351, 0.187], [-0.316, 0.685, 0.403], [-0.157, 0.181, -0.054], [0.792, -0.344, -0.121], [0.846, 0.424, 0.085], [-0.274, 0.108, 0.033], [0.325, 0.439, -0.465], [0.016, 0.018, 0.025], [-0.008, -0.095, 0.029], [0.070, 0.161, 0.054], [0.073, -0.105, -0.074], [-0.069, -0.113, -0.126], [-0.081, -0.199, -0.436], [0.202, -0.222, 0.115], [-0.040, -0.252, 0.042], [-0.332, -0.001, 0.174], [-0.051, -0.010, 0.039], [-0.483, -0.020, -0.350], [-0.310, -0.376, 0.141], [-0.053, -0.110, 0.042], [-0.116, -0.094, 0.222], [0.000, -0.214, 0.139], [-0.149, 0.570, -0.870], [0.061, -0.158, 0.265], [-0.602, -0.286, 0.547], [1.320, 0.061, 0.127], [-0.494, -0.295, -0.720], [0.735, -0.310, 0.044], [-0.165, 0.069, 0.287], [-0.096, -0.055, -0.131], [0.334, -0.120, -0.292], [-0.225, 0.049, 0.343], [0.255, -0.253, 0.421], [0.098, -0.165, -0.171], [-0.010, 0.350, -0.078], [0.154, -0.264, -0.337], [-0.085, -0.112, 0.036], [-0.547, -0.004, 0.008], [0.056, 0.381, 0.304], [-0.068, 0.219, 0.189], [-0.447, -0.028, -0.238], [0.061, -0.015, -0.002], [0.069, 0.133, -0.040], [-0.134, -0.021, 0.135], [-0.004, -0.037, -0.016], [-0.079, 0.162, 0.163]], "lowdin_charge": [-0.34, -0.14, -0.18, -0.25, -0.22, -0.05, -0.21, -0.26, -0.17, -0.13, 0.08, 0.09, 0.08, 0.12, 0.11, 0.06, 0.11, 0.10, 0.11, 0.11, 0.13, 0.12, 0.08, 0.08, 0.09, -0.13, -0.20, -0.24, -0.22, -0.03, -0.20, -0.23, -0.15, -0.16, 0.09, 0.08, 0.05, 0.11, 0.11, 0.10, 0.11, 0.02, 0.11, 0.11, 0.12, 0.11, 0.06, 0.08, 0.09, -0.14, -0.16, -0.26, -0.22, -0.03, -0.24, -0.23, -0.19, -0.14, 0.09, 0.08, 0.08, 0.12, 0.12, 0.10, 0.11, 0.10, 0.09, 0.06, 0.12, 0.11, 0.08, 0.08, 0.08, -0.14, -0.18, -0.27, -0.20, -0.05, -0.22, -0.25, -0.17, -0.14, 0.08, 0.08, 0.04, 0.11, 0.12, 0.13, 0.11, 0.10, 0.13, 0.11, 0.12, 0.12, 0.08, 0.08, 0.09], "homo_lumo_gap_ev": 6.5, "e_above_lowest_kcal_mol": 37.3, "total_charge": -1, "lumo_energy_ha": 0.100}